288
Properties=species:S:1:pos:R:3:forces:R:3:lowdin_charge:R:1 method="wB97M-V/def2-TZVPD" smiles=COCCNCCOC.COCCNCCOC.COCCNCCOC.COCCNCCOC.COCCNCCOC.COCCNCCOC.COCCNCCOC.COCCNCCOC.COCCNCCOC.COCCNCCOC.COCCNCCOC.COCCNCCOC homo_energy_ev=-7.48 lumo_energy_ev=0.48 homo_lumo_gap_ev=7.9542 energy_ev=-144574.6511
C -4.349601 -7.538965 1.644806 0.016 0.779 -0.612 -0.0930
O -4.240638 -6.706915 0.450565 -0.221 0.036 1.410 -0.1949
C -4.736303 -5.381392 0.757545 -0.255 -0.510 -1.494 -0.2176
C -4.876919 -4.558329 -0.535506 2.864 -0.376 -0.939 -0.1725
N -3.607239 -4.471621 -1.315948 0.058 0.494 2.651 -0.0961
C -3.531300 -3.552064 -2.434788 -0.239 -3.749 0.716 -0.2033
C -2.134160 -3.643243 -2.996589 0.185 1.804 -1.259 -0.2486
O -1.722157 -4.899410 -3.490201 -0.227 -0.216 -0.331 -0.1700
C -0.515279 -4.813674 -4.299844 -0.807 -0.015 1.866 -0.0581
H -4.142339 -6.918330 2.516562 0.234 -0.097 0.166 0.0762
H -3.665171 -8.386878 1.618120 0.162 0.265 -0.332 0.0812
H -5.352536 -7.943302 1.781603 -0.256 0.093 -0.260 0.0796
H -4.098279 -4.839334 1.455546 0.341 -0.179 0.093 0.1166
H -5.726013 -5.480187 1.203409 -0.188 0.065 0.136 0.1132
H -4.967589 -3.514644 -0.234505 -1.340 -0.008 -0.051 0.1130
H -5.537295 -4.997026 -1.283534 -1.228 0.312 0.670 0.1151
H -2.934349 -5.214869 -1.193898 -0.145 0.203 -0.472 0.1094
H -3.972364 -2.570628 -2.260612 0.694 0.325 0.383 0.1134
H -4.208135 -4.040112 -3.136079 -0.136 0.498 -1.145 0.1134
H -1.335813 -3.237737 -2.375044 -0.299 -0.083 0.508 0.0838
H -2.243569 -2.907723 -3.793545 0.602 0.097 -0.860 0.1124
H 0.012747 -5.754561 -4.144894 -0.254 -0.144 -0.434 0.0851
H 0.125350 -4.085882 -3.801824 0.176 0.435 -0.502 0.0697
H -0.754731 -4.584908 -5.338321 0.203 0.094 0.056 0.0875
C 0.666141 -1.123081 -4.028460 0.228 -0.692 -0.584 -0.1064
O 0.387207 -1.494729 -5.398953 0.032 -0.011 0.284 -0.2216
C 1.247528 -0.909050 -6.410234 -0.437 -0.843 0.318 -0.1769
C 1.067506 -1.598274 -7.801460 1.143 -0.292 1.597 -0.1892
N 1.443412 -3.016759 -7.768869 0.455 0.147 0.263 -0.0782
C 1.280171 -3.753702 -9.030305 -1.823 -0.786 1.593 -0.1829
C 1.198482 -5.296356 -8.757198 -0.579 -0.231 0.624 -0.1538
O 0.151649 -5.581557 -7.741672 0.722 0.832 -0.669 -0.2182
C 0.317277 -6.724336 -6.910457 1.140 -0.105 -1.016 -0.1213
H 1.243797 -1.925870 -3.570264 0.526 0.145 -0.016 0.0752
H -0.226277 -1.082946 -3.403893 -0.453 -0.019 -0.536 0.0516
H 1.154728 -0.155802 -3.911128 0.208 0.034 -0.275 0.0931
H 2.297485 -1.032488 -6.144823 0.104 0.167 0.324 0.1181
H 0.935572 0.135341 -6.415966 0.488 0.232 -0.567 0.0936
H 1.905347 -1.246093 -8.403196 -0.653 1.167 -0.471 0.1161
H 0.064419 -1.316846 -8.121926 -0.134 -0.395 -0.686 0.1146
H 1.106236 -3.492528 -6.944215 -0.419 -0.231 -0.367 0.0922
H 1.965650 -3.463827 -9.826668 0.505 -0.243 0.308 0.1126
H 0.292773 -3.474960 -9.398330 -0.341 -0.141 -0.484 0.1042
H 2.150769 -5.753928 -8.489091 0.238 0.365 0.725 0.1078
H 0.952042 -5.871101 -9.649965 -0.400 0.366 -0.353 0.1089
H 0.313267 -7.645321 -7.493446 -0.576 -0.216 -0.214 0.0798
H -0.431153 -6.753977 -6.118577 0.055 0.191 -0.352 0.0718
H 1.328758 -6.744373 -6.504753 0.111 0.312 0.580 0.0842
C -5.334670 1.547827 -3.717038 0.434 0.178 -0.530 -0.0777
O -4.024387 1.839983 -4.306727 -2.138 -0.509 1.565 -0.1983
C -3.015266 1.033627 -3.724287 1.816 0.430 -1.315 -0.2201
C -1.895616 1.065128 -4.786845 0.116 1.458 -0.639 -0.1545
N -1.201565 2.408347 -4.905614 -0.720 -0.706 1.509 -0.0445
C -0.393172 2.729216 -6.076405 1.745 -1.614 1.532 -0.1972
C -0.104655 4.204512 -6.273026 -1.336 0.444 0.199 -0.2517
O -0.413179 4.577422 -7.566234 0.558 1.095 -1.754 -0.1732
C 0.059694 5.901237 -7.856233 -0.483 -0.332 -0.451 -0.0951
H -5.504306 0.472153 -3.764499 -0.086 -0.044 -0.016 0.0831
H -6.138451 2.067811 -4.238256 0.390 -0.046 -0.646 0.0816
H -5.504291 1.883135 -2.693853 0.790 -0.038 0.382 0.0705
H -3.193550 -0.038577 -3.642456 -1.019 -0.120 0.013 0.1079
H -2.691460 1.376759 -2.741690 -0.033 0.338 0.129 0.1231
H -2.455517 0.974719 -5.717669 -0.068 -0.644 -0.301 0.1166
H -1.269890 0.179193 -4.678708 0.428 0.530 -0.044 0.0740
H -1.943662 3.073429 -4.741134 0.049 0.345 -0.227 0.0806
H -0.608902 2.031041 -6.885171 -0.596 0.925 -0.964 0.1163
H 0.614818 2.396336 -5.828913 0.333 -0.635 0.229 0.0900
H 0.889952 4.591463 -6.051339 0.530 -0.834 0.259 0.1156
H -0.744381 4.758901 -5.586378 -0.341 0.223 0.386 0.1131
H -0.120422 6.542291 -6.993271 -0.461 0.377 -0.246 0.0847
H -0.396305 6.198618 -8.800547 -0.729 0.282 0.447 0.0868
H 1.103787 6.054773 -8.128994 0.670 -0.965 0.498 0.0786
C 3.082629 -9.408363 -1.625684 1.095 -0.746 -0.460 -0.1004
O 3.882168 -9.226036 -2.787610 0.421 0.088 -1.179 -0.2147
C 4.004111 -10.277532 -3.797376 -0.206 0.664 1.538 -0.1879
C 5.250139 -11.160237 -3.721089 -0.565 1.463 0.810 -0.2138
N 5.485927 -11.653652 -2.350531 -0.564 -1.306 -1.085 -0.0366
C 6.669774 -12.504879 -2.291332 0.153 -0.544 1.354 -0.2105
C 7.089008 -12.917499 -0.875792 0.302 0.547 -0.419 -0.2260
O 7.603690 -11.756816 -0.282795 -0.430 0.046 0.575 -0.1874
C 6.934773 -11.182420 0.813081 0.914 0.753 0.622 -0.1218
H 2.829755 -8.431626 -1.213203 -0.007 -0.019 -0.215 0.0745
H 3.736695 -9.943472 -0.937240 -0.507 -0.145 0.615 0.0664
H 2.186282 -9.994728 -1.827794 -0.130 -0.003 -0.004 0.0854
H 4.106153 -9.743078 -4.741861 -0.585 -0.062 -0.105 0.1158
H 3.120270 -10.910191 -3.715716 -0.213 0.048 -0.324 0.1141
H 6.068525 -10.529084 -4.067475 0.527 -0.046 -0.041 0.1114
H 5.038059 -11.858764 -4.530525 0.402 -0.851 0.509 0.1204
H 5.678113 -10.842370 -1.780464 -0.020 0.181 0.048 0.0932
H 7.485332 -11.888248 -2.669130 0.628 -0.641 -0.368 0.1194
H 6.621340 -13.510521 -2.708987 -0.664 0.410 -1.289 0.1178
H 7.900749 -13.641772 -0.943737 0.292 0.000 -0.287 0.1146
H 6.363376 -13.440909 -0.253201 -0.629 0.384 -0.130 0.1242
H 6.891893 -10.116628 0.588682 0.035 0.167 0.367 0.0886
H 7.571285 -11.368816 1.678073 0.008 0.401 0.314 0.0678
H 5.934837 -11.463080 1.143927 -0.269 -0.746 -0.869 0.0830
C -2.520303 5.430563 -0.764176 -0.521 -1.719 -0.874 -0.0868
O -2.955047 5.354174 -2.135061 -1.444 0.826 -0.423 -0.2066
C -4.334904 4.911625 -2.431934 1.347 -0.115 -1.464 -0.1475
C -4.761810 5.165233 -3.951763 -0.725 -0.452 2.492 -0.1984
N -4.997512 6.572379 -4.240015 1.035 -1.765 -1.208 -0.0506
C -3.692610 7.112815 -4.597287 -0.843 2.624 0.569 -0.2013
C -3.899816 8.553212 -5.129190 1.497 -1.338 0.041 -0.2035
O -2.533223 8.964599 -5.406214 -2.408 1.431 -0.049 -0.2085
C -2.552323 10.383144 -5.679437 1.693 -1.510 -0.125 -0.1017
H -3.110684 6.030799 -0.071886 -0.235 0.399 -0.338 0.0812
H -1.471660 5.727824 -0.754250 -0.285 0.267 -0.180 0.0617
H -2.578651 4.390246 -0.444130 0.209 -0.113 0.728 0.0790
H -5.100301 5.368172 -1.804378 0.237 0.212 0.363 0.0965
H -4.392611 3.824499 -2.377936 0.137 -0.203 0.672 0.0852
H -5.735190 4.678023 -4.008901 -0.137 -0.388 0.050 0.1015
H -4.110961 4.590769 -4.610914 0.161 0.603 -0.222 0.1075
H -5.389799 6.928031 -3.379954 0.294 0.706 -0.033 0.1050
H -3.134208 6.525839 -5.326505 -0.567 -0.157 -0.201 0.1211
H -3.045437 7.179731 -3.722773 0.217 0.061 0.040 0.1048
H -4.429283 9.208948 -4.437975 0.503 0.121 0.817 0.1053
H -4.577841 8.621211 -5.979934 0.400 -0.422 -0.717 0.1148
H -1.480300 10.535061 -5.805100 -0.043 0.871 0.096 0.0844
H -2.959703 10.937006 -4.833628 -0.080 0.152 -0.090 0.0735
H -3.020801 10.615383 -6.635824 -0.414 0.025 0.100 0.0841
C 0.826652 -6.246596 0.376429 -2.180 -0.672 0.917 -0.1455
O 0.376310 -5.147759 -0.373647 2.043 2.917 0.388 -0.1742
C 0.829210 -3.854993 0.280826 0.134 -1.297 -0.105 -0.1652
C 0.319032 -2.697421 -0.475841 -1.869 0.029 -1.370 -0.2699
N 0.717066 -1.379002 -0.066291 0.437 1.178 -0.116 -0.0488
C -0.240302 -0.279236 -0.301170 0.526 1.801 0.656 -0.1482
C 0.416507 1.188697 -0.011467 -0.762 -2.140 -0.295 -0.1950
O -0.504018 2.275163 -0.194559 1.428 -0.594 0.011 -0.1792
C 0.199942 3.475712 0.187269 -0.813 -0.046 -0.008 -0.1002
H 0.420194 -7.149479 -0.079290 0.494 -0.019 -0.600 0.0856
H 0.185285 -6.209637 1.256989 0.433 -0.151 0.910 0.0725
H 1.862780 -6.387719 0.684060 0.246 0.573 -0.492 0.0878
H 1.906865 -3.691399 0.282346 0.425 -1.005 0.221 0.1269
H 0.442500 -3.792292 1.297985 0.066 -0.442 0.262 0.1194
H -0.763649 -2.810634 -0.420347 -0.434 0.236 -0.217 0.1124
H 0.598910 -2.866687 -1.515605 -0.012 0.092 -0.259 0.0967
H 1.151611 -1.336540 0.844463 -0.256 0.048 0.100 0.0972
H -1.167546 -0.397729 0.259437 -0.108 0.037 0.436 0.1051
H -0.585094 -0.169570 -1.329366 0.383 -0.597 -0.319 0.0911
H 1.273780 1.233674 -0.683161 0.006 0.318 -0.399 0.1060
H 0.859363 1.235596 0.983402 -0.233 -0.169 0.425 0.0948
H -0.286232 3.834781 1.094356 0.211 0.175 0.246 0.0750
H 0.119964 4.260999 -0.564410 -0.041 -0.306 -0.196 0.0673
H 1.259007 3.287067 0.363063 -0.004 0.023 0.036 0.0742
C 1.452165 -6.945674 4.778286 0.416 -0.137 0.204 -0.0628
O 2.251997 -8.058613 5.250722 -0.518 0.565 -0.857 -0.1781
C 1.485141 -9.132579 5.722511 -1.039 -1.748 1.262 -0.2191
C 2.041627 -10.558263 5.472014 -0.834 1.219 -1.060 -0.2431
N 3.418808 -10.517485 5.559870 1.330 1.283 1.765 -0.1019
C 3.984585 -11.749997 5.171573 1.490 0.048 0.062 -0.2248
C 5.451359 -11.627242 4.829313 0.711 0.114 0.926 -0.2294
O 6.088797 -12.845395 5.171786 1.634 -1.206 -1.742 -0.1931
C 7.301813 -13.191842 4.376355 -1.610 0.870 0.314 -0.0482
H 0.680629 -6.629491 5.480322 -0.101 -0.437 0.339 0.0751
H 0.976940 -7.168959 3.823083 0.021 -0.182 -0.082 0.0805
H 2.081915 -6.063457 4.663329 0.352 -0.277 -0.110 0.0817
H 0.466096 -9.212139 5.343955 -0.178 0.758 -0.258 0.1210
H 1.415777 -9.062126 6.808020 -0.135 0.289 0.183 0.0968
H 1.917873 -10.840678 4.426531 -1.516 -0.362 -0.404 0.1108
H 1.649578 -11.314583 6.151995 -0.620 0.155 -0.007 0.1298
H 3.637203 -9.591224 5.221560 1.446 -0.479 -0.633 0.1153
H 3.480064 -12.191949 4.312376 -0.350 -0.274 -0.213 0.1171
H 3.909369 -12.414265 6.032505 -0.100 -0.379 -0.129 0.1299
H 5.950414 -10.897536 5.466939 -0.330 0.665 -0.049 0.1246
H 5.557737 -11.301792 3.794482 0.299 -0.319 -0.287 0.1079
H 8.215141 -12.710431 4.725897 -0.037 -0.203 0.690 0.0801
H 7.218820 -12.802280 3.361738 -0.447 -0.160 -0.186 0.0460
H 7.366187 -14.278967 4.330348 0.105 0.188 0.273 0.0835
C 5.204882 8.493063 4.605564 -1.030 -0.077 -0.817 -0.0841
O 5.583779 7.803861 3.375599 -0.309 1.489 0.194 -0.2051
C 5.194684 8.444586 2.128625 2.004 -1.737 -1.254 -0.1824
C 5.666905 7.429672 0.961550 -1.203 0.337 1.926 -0.1374
N 4.963070 6.095501 1.106104 1.205 1.114 0.585 -0.0528
C 3.637240 5.978727 0.624749 -1.221 -2.233 -3.598 -0.2085
C 3.720990 5.046008 -0.687470 -0.789 0.896 -0.349 -0.1805
O 2.492418 5.108277 -1.443555 0.837 0.372 -0.146 -0.2402
C 2.548134 4.285520 -2.603475 -0.893 0.537 -0.018 -0.1035
H 5.819892 8.286881 5.481551 0.302 -0.724 -0.513 0.0832
H 4.172386 8.203567 4.801115 -0.086 -0.169 0.388 0.0632
H 5.161049 9.581973 4.584282 0.354 0.200 -0.785 0.0790
H 5.774493 9.340036 1.904837 0.077 0.367 0.599 0.1069
H 4.145367 8.689448 1.964084 -0.307 -0.294 0.656 0.1058
H 6.752923 7.339797 0.937146 0.060 -0.637 0.960 0.1021
H 5.608376 7.994276 0.031017 -1.302 -0.526 -0.463 0.1070
H 4.926903 5.838561 2.082206 0.730 0.316 0.202 0.0964
H 3.084085 6.892136 0.406160 0.212 0.199 -0.161 0.0921
H 2.923613 5.295802 1.085664 0.360 0.534 1.677 0.0963
H 3.840711 3.983259 -0.476892 0.315 -0.090 0.846 0.1104
H 4.604856 5.308369 -1.268890 -0.056 0.383 -0.400 0.1071
H 3.427448 4.488411 -3.214812 0.343 -0.303 0.229 0.0891
H 1.700074 4.533612 -3.241717 -0.185 0.257 0.131 0.0795
H 2.381795 3.236030 -2.360574 0.575 -0.257 0.123 0.0810
C 3.150004 -2.198983 3.948192 -0.622 0.846 0.572 -0.1045
O 2.302757 -3.216109 4.417869 0.482 -1.626 -0.319 -0.2190
C 1.044831 -2.719559 4.825197 -0.184 0.900 0.145 -0.1984
C 0.928755 -2.576769 6.388694 -0.545 -0.735 0.380 -0.1674
N 0.227952 -3.691710 7.062901 -0.140 0.279 0.030 -0.0556
C 0.473710 -3.907633 8.522203 -0.197 0.404 -0.727 -0.1814
C 1.576200 -4.900006 8.763878 0.367 1.051 0.489 -0.2614
O 0.971933 -6.052273 8.362883 -1.566 -1.392 -1.206 -0.2094
C 1.303353 -7.262201 8.939357 1.720 0.150 0.233 -0.1036
H 2.810306 -1.796582 2.993852 -0.326 0.163 -0.177 0.0734
H 4.196568 -2.451535 3.777786 -0.162 -0.607 0.573 0.0923
H 3.003462 -1.460466 4.736370 0.971 0.881 -0.364 0.0821
H 0.303088 -3.279167 4.255314 -0.403 -0.678 0.880 0.1197
H 0.915116 -1.753035 4.338268 -0.005 0.561 0.423 0.0995
H 0.376205 -1.717552 6.768862 0.207 0.583 -0.775 0.1083
H 1.948574 -2.495211 6.764738 0.408 0.153 -0.130 0.1065
H 0.351361 -4.507869 6.480876 0.016 -0.498 0.694 0.0746
H -0.373592 -4.390546 9.009014 -0.431 0.016 -0.473 0.1137
H 0.561240 -3.002922 9.123820 0.416 0.547 -0.687 0.1172
H 1.853400 -4.952941 9.816713 0.069 0.067 0.336 0.1207
H 2.470629 -4.668416 8.185565 0.299 0.002 -0.163 0.1265
H 2.199258 -7.606612 8.422815 -0.125 -0.937 -0.288 0.0871
H 0.454510 -7.945690 8.919025 0.227 0.037 -0.068 0.0983
H 1.697489 -7.096985 9.942093 -0.508 -0.126 0.579 0.0837
C -2.485414 4.982789 3.752283 0.811 -0.842 -0.730 -0.1294
O -3.430920 4.121518 4.338122 -1.093 1.319 -0.301 -0.2004
C -4.472847 4.939712 4.970494 0.664 -1.457 0.257 -0.1940
C -5.419680 5.758078 4.081012 -0.956 -2.524 0.273 -0.1537
N -6.325822 4.727029 3.441407 1.437 -0.315 -0.200 -0.0541
C -7.474381 5.110791 2.689959 -1.754 1.476 2.019 -0.2677
C -8.248802 3.999036 2.044829 0.805 0.737 -1.186 -0.2066
O -7.543114 3.552051 0.909076 0.369 -2.792 1.223 -0.1913
C -7.485753 4.437708 -0.133805 0.078 0.668 0.084 -0.1262
H -1.842643 5.412756 4.520448 -0.193 0.729 -0.060 0.0882
H -2.917847 5.637629 2.995778 -0.212 0.719 0.528 0.0782
H -1.804653 4.421600 3.112194 0.092 -0.659 0.192 0.0668
H -3.986213 5.509514 5.762085 0.035 0.514 -0.131 0.1155
H -5.048471 4.159582 5.468654 -0.336 0.290 0.024 0.1196
H -4.886005 6.470295 3.451691 -0.275 0.059 -0.298 0.1018
H -6.083620 6.239930 4.798724 0.170 0.593 -0.111 0.1182
H -5.841173 4.031942 2.891801 0.724 0.064 0.154 0.1108
H -7.325137 6.039425 2.139087 -0.141 -0.120 -0.611 0.1097
H -8.249668 5.337163 3.421936 -0.120 0.979 0.538 0.1142
H -9.231832 4.328661 1.708535 -0.224 0.467 0.093 0.1214
H -8.447832 3.242584 2.803961 0.540 -0.540 -0.414 0.1326
H -6.721648 4.066129 -0.816574 -0.415 0.009 -0.306 0.0792
H -7.148368 5.401622 0.247168 0.004 0.397 -0.391 0.0745
H -8.492766 4.534071 -0.539686 0.047 0.238 -0.695 0.0964
C 1.254642 6.330688 3.672939 -0.698 -1.884 -0.027 -0.1007
O 0.848291 5.681708 4.841987 0.451 -0.097 2.791 -0.2538
C 1.929728 5.238325 5.759959 -1.670 1.882 -0.811 -0.1677
C 1.448005 4.030348 6.511007 1.171 -0.343 0.700 -0.2106
N 2.301844 2.870711 6.176521 -0.806 1.223 -0.179 -0.0360
C 2.136175 2.539007 4.755628 0.150 -1.573 0.450 -0.1929
C 0.731718 2.575281 4.221758 -2.064 -0.733 -1.001 -0.1974
O -0.091250 1.459665 4.640411 1.729 0.220 1.479 -0.2010
C -1.392602 1.266103 4.167517 -0.227 0.751 0.275 -0.1012
H 2.024015 7.083646 3.843908 -0.044 0.066 -0.423 0.0841
H 0.317992 6.647951 3.214545 0.279 0.798 -0.069 0.0899
H 1.510082 5.425483 3.122071 1.218 0.688 -1.299 0.0735
H 2.048824 6.001175 6.529357 -0.004 0.560 -0.266 0.1114
H 2.890240 5.210207 5.245440 -0.065 -0.679 -0.184 0.1207
H 0.370366 3.907938 6.402337 -0.072 -0.145 -0.382 0.1186
H 1.554768 4.333291 7.552606 0.294 -0.721 0.275 0.1130
H 2.113278 2.104527 6.807007 -0.162 -0.233 -0.346 0.1043
H 2.558045 1.539362 4.651583 -0.128 -0.220 -0.195 0.1146
H 2.759174 3.135931 4.089548 0.036 0.523 0.264 0.1100
H 0.664500 2.500315 3.136425 0.746 0.369 -0.437 0.1054
H 0.264184 3.524404 4.483797 -0.181 -0.062 -0.016 0.0871
H -1.376692 0.809574 3.177855 -0.228 -0.320 -0.034 0.0827
H -2.015051 2.160197 4.132223 0.254 0.478 -0.216 0.0642
H -1.887019 0.694881 4.953244 0.013 -0.632 -0.437 0.0921
C -5.771365 12.672192 -3.043172 0.198 1.297 1.564 -0.0963
O -5.285715 11.717692 -2.059331 0.884 0.242 -0.673 -0.1852
C -4.090622 12.086579 -1.334833 0.702 0.759 0.280 -0.2140
C -3.819028 11.188472 -0.120096 -0.367 -1.554 1.511 -0.2122
N -2.509704 10.557160 -0.089513 0.442 0.003 -2.931 -0.0711
C -2.337145 9.647349 -1.257069 1.446 1.369 1.096 -0.1619
C -0.845555 9.426017 -1.405754 0.234 0.223 -2.525 -0.2803
O -0.567195 8.305283 -0.683092 1.228 -1.214 1.617 -0.2025
C 0.756251 7.768003 -0.774401 -1.666 -0.677 0.277 -0.0762
H -6.341401 12.298850 -3.893917 0.178 -0.811 0.473 0.0829
H -5.068994 13.406169 -3.438216 1.010 -0.660 -0.168 0.0766
H -6.379735 13.379632 -2.479686 -0.754 -0.161 0.011 0.0774
H -4.042105 13.124419 -1.005221 -1.044 0.364 0.155 0.1145
H -3.163709 12.101174 -1.908177 -0.125 -0.609 -0.818 0.1054
H -4.588812 10.416776 -0.124752 -0.490 -0.210 -0.208 0.1073
H -3.900653 11.601866 0.885158 -0.429 0.912 -0.304 0.1134
H -2.077861 10.096028 0.698504 -0.936 0.447 0.560 0.1109
H -2.701491 10.128329 -2.164826 -0.396 -0.290 0.160 0.1033
H -2.757065 8.667000 -1.031931 -0.442 -0.080 -0.563 0.1174
H -0.183194 10.285073 -1.298928 -0.220 0.552 1.534 0.1232
H -0.533568 9.268945 -2.438278 -0.638 -0.739 -0.884 0.1120
H 0.934704 7.378524 -1.776678 0.473 0.647 -0.307 0.0929
H 0.667002 6.844707 -0.201983 0.443 0.112 0.389 0.0682
H 1.493341 8.443184 -0.339732 0.208 -0.004 -0.334 0.0877